Record 1
DFT (ωB97M-V with the def2-TZVPD basis set) results for a molecular structure, C21H37As3BrN4O3SY.

Summary:
- lowest unoccupied orbital energy (Ha) = -0.0152
- HOMO (eV) = -8.499
- maximum force (eV/A) = 0.31
- multiplicity = 1
- gap between HOMO and LUMO (eV) = 8.087

CARTESIAN COORDINATES (ANGSTROEM)
Y -1.991 0.162 -0.938
N -3.824 0.728 0.735
C -4.839 -0.341 0.641
C -4.960 -0.919 -0.767
O -5.807 -1.794 -0.940
N -4.078 -0.428 -1.654
C -4.147 -0.995 -2.997
C -2.761 -1.380 -3.519
O -2.632 -2.044 -4.523
O -1.759 -0.938 -2.788
H -3.617 0.926 1.708
H -4.201 1.588 0.346
H -5.830 -0.005 0.951
H -4.551 -1.157 1.303
H -4.561 -0.271 -3.705
H -4.795 -1.872 -3.032
C 1.272 -0.016 -3.335
As 0.914 -0.503 -1.490
C 1.338 -2.401 -1.567
C 2.531 0.286 -0.706
C 2.595 0.470 0.816
C 2.319 -0.871 1.505
C 1.622 1.560 1.299
As -0.273 1.133 1.597
C -0.187 0.479 3.445
C -0.842 2.950 2.026
C 4.033 0.876 1.215
As 5.035 2.522 0.724
C 3.853 3.987 1.288
C 4.774 2.714 -1.212
H 2.278 -0.326 -3.619
H 1.183 1.065 -3.438
H 0.530 -0.504 -3.962
H 2.342 -2.555 -1.963
H 0.610 -2.866 -2.232
H 1.264 -2.855 -0.578
H 2.614 1.256 -1.197
H 3.378 -0.322 -1.039
H 1.312 -1.236 1.278
H 2.416 -0.786 2.590
H 3.026 -1.629 1.164
H 1.616 2.390 0.589
H 1.965 1.958 2.258
H 0.446 1.143 4.034
H 0.218 -0.530 3.493
H -1.189 0.473 3.876
H -0.188 3.373 2.789
H -1.865 2.942 2.403
H -0.799 3.562 1.128
H 4.710 0.077 0.896
H 4.091 0.884 2.309
H 3.589 3.870 2.340
H 2.949 4.064 0.687
H 4.420 4.912 1.187
H 5.055 1.793 -1.721
H 5.446 3.504 -1.548
H 3.755 2.987 -1.478
S 0.932 3.981 -1.750
C -0.333 3.015 -1.531
N -1.255 2.303 -1.342
Br -0.032 -4.146 3.245
C -1.070 -3.780 1.715
C -1.652 -4.797 0.978
C -2.395 -4.449 -0.136
C -2.514 -3.112 -0.479
N -1.941 -2.135 0.233
C -1.242 -2.468 1.319
H -1.529 -5.831 1.272
H -2.880 -5.200 -0.742
H -3.089 -2.814 -1.344
H -0.803 -1.660 1.887

Record 2
DFT (ωB97M-V with the def2-TZVPD basis set) results for C3H4N2O2 in the gas phase at a distorted geometry.

Summary:
- lowest unoccupied orbital energy (Ha) = 0.0129
- HOMO (eV) = -8.906
- maximum force (eV/A) = 1.13
- SMILES string = NC1=C[N@@H+]1C(=O)[O-]
- multiplicity = 1
- gap between HOMO and LUMO (eV) = 9.258

CARTESIAN COORDINATES (ANGSTROEM)
N -1.895 -0.572 -0.443
C -0.859 0.072 0.094
C -0.226 1.039 0.642
N 0.471 -0.289 0.495
C 1.804 0.002 -0.374
O 1.802 1.199 -0.605
O 2.464 -1.009 -0.468
H -1.755 -1.510 -0.773
H -2.623 0.038 -0.769
H 0.177 1.989 0.939
H 0.639 -0.960 1.261